# 1
Here is a cluster of 5 separate species, C26H37IN3O15P2S in total in a non-equilibrium geometry from OMol25. Energies are from the ωB97M-V functional and the def2-TZVPD basis.

```
! RIJCOSX wB97M-V def2-TZVPD def2/J DEFGRID3
* xyz 1 1
N 0.90911 1.10310 0.72399
C 0.27911 1.65296 -0.05164
O -0.64609 2.34327 -0.66777
C -1.29196 1.61631 -1.64608
C -0.71548 1.34183 -2.88520
P 1.04656 1.85019 -3.31631
O 1.31274 3.06740 -2.26367
I 0.98451 3.00386 -5.43770
C -1.53028 0.61446 -3.76103
C -1.14453 0.22790 -5.15997
O -1.47916 0.93617 -6.05402
O -0.51404 -0.93572 -5.26229
P -0.33498 -1.57644 -6.82458
N 1.07993 -1.25624 -7.37471
C -2.81323 0.20981 -3.41940
C -3.28471 0.51522 -2.16649
N -2.52736 1.20523 -1.30190
C -3.08497 1.50163 0.04968
C -2.47399 0.53887 1.09177
C -3.50879 -0.39522 1.70334
S -2.68544 -1.14002 3.09467
O -2.60329 -0.15909 4.13097
O -1.43237 -1.63187 2.62181
O -3.61914 -2.32260 3.53961
H 2.15221 2.85559 -1.82681
H -0.61425 -2.94575 -6.70839
H -1.34954 -1.02770 -7.60489
H 1.56958 -2.12899 -7.54669
H -3.44288 -0.32536 -4.11314
H -4.26569 0.20061 -1.85740
H -4.15540 1.36166 -0.00543
H -2.87972 2.53090 0.30481
H -1.72624 -0.08136 0.60991
H -1.94160 1.10358 1.85004
H -3.74366 -1.21620 1.02809
H -4.43482 0.08316 2.00233
H -3.23386 -2.67304 4.36474
O 1.00175 -4.21150 7.50899
C 0.93958 -3.24428 6.80897
O -0.22346 -2.83167 6.23700
C 0.02772 -1.71062 5.36471
C 1.33351 -1.10462 5.85995
C 2.07289 -2.33499 6.38316
H 0.10716 -2.08057 4.34758
H -0.80289 -1.01836 5.42879
H 1.87254 -0.55786 5.08755
H 1.13430 -0.41510 6.68324
H 2.64314 -2.82632 5.59672
H 2.71680 -2.10264 7.22732
O 4.41711 -2.95764 4.67299
C 4.78354 -3.98496 5.17617
O 3.92201 -4.87136 5.70721
C 4.63758 -5.95023 6.33786
C 6.00879 -5.95195 5.67407
C 6.20819 -4.46949 5.35860
H 4.68997 -5.74777 7.40863
H 4.09100 -6.87628 6.18380
H 6.78704 -6.38354 6.29929
H 5.96973 -6.52211 4.74502
H 6.65575 -3.92836 6.19349
H 6.78861 -4.30648 4.45539
O -4.21448 -0.32151 -6.68727
C -4.61123 0.54891 -7.41884
O -5.90338 0.67862 -7.76113
C -6.05881 1.74103 -8.72988
C -4.83561 2.62868 -8.54035
C -3.78203 1.61187 -8.10811
H -6.10318 1.29561 -9.72467
H -6.99284 2.26119 -8.53707
H -4.57029 3.19696 -9.42861
H -5.01661 3.33781 -7.73131
H -3.27387 1.16306 -8.96342
H -3.05724 2.03059 -7.41933
O 3.82724 5.05873 -0.98577
C 3.55136 4.99582 0.17697
O 3.05949 6.04401 0.87650
C 2.91377 5.69263 2.26733
C 2.83488 4.17306 2.27660
C 3.71088 3.79494 1.08904
H 3.77924 6.06816 2.81570
H 2.01859 6.16658 2.66133
H 3.15110 3.73094 3.21884
H 1.80717 3.85760 2.08485
H 4.76069 3.69555 1.36627
H 3.36653 2.88979 0.59560
*
```

The maximum force is 2.1 eV/Å. The value obtained for the electronic energy is -100250.968 eV. The calculation puts the HOMO energy at -11.0 eV. Its HOMO-LUMO gap is 0.2360 Ha.

# 2
Here is a structure of composition C26H37N2OSSiY from OMol25. Energies are from the ωB97M-V functional and the def2-TZVPD basis.

```
! RIJCOSX wB97M-V def2-TZVPD def2/J DEFGRID3
* xyz 2 1
Y -0.25721 -0.58686 -0.06933
C -1.49750 -2.38809 0.60073
Si -0.24715 -3.75968 0.36723
C 0.45416 -3.36827 -1.38279
N 0.79864 -1.92718 -1.64203
C 2.17730 -1.56979 -1.19280
C 3.15674 -1.30822 -2.33634
C 2.96774 -2.37345 -3.41148
C 1.55125 -2.29485 -4.00799
C 0.59993 -1.55400 -3.07066
C 1.09050 -3.56181 1.66996
C 2.42225 -3.93934 1.45071
C 3.36584 -3.88961 2.46665
C 2.98808 -3.47935 3.74078
C 1.67036 -3.12396 3.98977
C 0.73636 -3.15877 2.96215
C -0.85733 -5.50622 0.26489
C -1.97988 -5.80004 -0.51626
C -2.42545 -7.10397 -0.65800
C -1.75210 -8.13580 -0.01558
C -0.64112 -7.86167 0.76824
C -0.19659 -6.55425 0.90736
H -1.85905 -2.39653 1.63561
H -2.37010 -2.60922 -0.02645
H -0.37906 -3.61267 -2.04993
H 1.27692 -4.02438 -1.68100
H 2.54399 -2.36897 -0.55293
H 2.15259 -0.65987 -0.54452
H 4.16871 -1.32820 -1.93218
H 3.01043 -0.31019 -2.75770
H 3.13935 -3.35648 -2.96661
H 3.71774 -2.25790 -4.19135
H 1.16786 -3.29254 -4.21906
H 1.56144 -1.76095 -4.95903
H -0.44268 -1.75483 -3.32273
H 0.74848 -0.47291 -3.15800
H 2.72854 -4.31852 0.48003
H 4.38565 -4.19733 2.27548
H 3.71597 -3.46352 4.54161
H 1.36620 -2.83421 4.98750
H -0.29059 -2.89308 3.18903
H -2.52602 -5.00226 -1.01145
H -3.29736 -7.31967 -1.26101
H -2.09925 -9.15480 -0.12269
H -0.12353 -8.66564 1.27421
H 0.66723 -6.35399 1.53147
C -3.18982 -0.26637 -1.70452
C -2.49453 1.02041 -2.05347
O -1.17566 1.04589 -1.42450
C -0.43137 2.23739 -1.80111
C 0.94179 2.18252 -1.18043
H -4.16388 -0.29968 -2.19120
H -3.36420 -0.36305 -0.63053
H -2.62907 -1.13646 -2.05947
H -3.04482 1.89274 -1.69869
H -2.34119 1.11957 -3.12904
H -0.99676 3.10644 -1.46234
H -0.37506 2.26233 -2.89042
H 0.90159 2.17216 -0.08710
H 1.51322 3.06651 -1.46078
H 1.51617 1.32320 -1.54507
S 1.25312 1.49687 4.04645
C 2.47315 0.42760 3.51714
C 2.09104 -0.19401 2.37826
N 0.84811 0.18513 1.91184
C 0.30565 1.07979 2.71979
H 3.38767 0.29292 4.07077
H 2.65308 -0.96105 1.86409
H -0.67441 1.51165 2.56583
*
```

The maximum force is 0.2 eV/Å. The value obtained for the electronic energy is -52334.282 eV. The calculation puts the HOMO energy at -13.5 eV. As for the energy above the lowest of the compared OMol25 structures with the same formula, charge and spin: 4.18 kJ/mol. Its HOMO-LUMO gap is 0.2922 Ha.

# 3
Here is the molecule C26H37N3O3 from OMol25. Energies are from the ωB97M-V functional and the def2-TZVPD basis.

```
! RIJCOSX wB97M-V def2-TZVPD def2/J DEFGRID3
* xyz 0 1
C -2.50959 0.51540 5.32170
C -1.02144 0.83427 5.34429
O -0.35627 0.29923 4.19965
C -0.40661 1.02089 3.07606
O -0.95981 2.08714 2.99769
C 0.40096 0.36566 1.95268
C 1.85563 0.70637 2.35260
C 2.95067 0.73877 1.27968
C 3.32718 -0.62929 0.70418
C 4.56125 -0.50551 -0.19017
C 5.69222 0.16645 0.58098
C 5.18059 1.49929 1.12313
O 4.05819 1.32369 1.95243
C -0.02261 0.97307 0.61178
C -1.48671 0.62212 0.30376
N -1.77784 -0.79790 0.32738
C -1.31215 -1.52633 -0.84979
C -2.00749 -1.01502 -2.08345
C -3.39203 -1.16965 -2.21994
C -4.17641 -1.89738 -1.17352
C -4.03797 -0.64847 -3.32891
C -3.35192 0.03425 -4.32566
C -4.08497 0.59391 -5.50616
C -1.98317 0.18085 -4.19431
C -1.31694 -0.33547 -3.08678
N 0.07648 -0.13465 -3.02519
C 0.72435 1.02272 -3.28652
C 2.06953 0.76416 -3.17784
C 2.13777 -0.59841 -2.85555
N 0.93241 -1.12180 -2.76174
C -1.35873 -1.38503 1.58210
C 0.11906 -1.14133 1.92391
H -2.97454 0.87833 6.23376
H -2.66369 -0.55869 5.24682
H -2.97945 1.00190 4.47031
H -0.53106 0.36746 6.20097
H -0.86745 1.91795 5.36933
H 2.17197 0.01381 3.13509
H 1.86600 1.70908 2.79027
H 2.65668 1.40510 0.45070
H 2.49779 -1.02557 0.11866
H 3.53733 -1.31434 1.52792
H 4.86862 -1.49289 -0.54019
H 4.31279 0.10352 -1.06286
H 6.55718 0.33475 -0.06171
H 5.99589 -0.46483 1.41802
H 5.93173 1.98942 1.74674
H 4.92590 2.16581 0.28261
H 0.08112 2.05770 0.64762
H 0.61907 0.58668 -0.18050
H -1.76462 1.01561 -0.67638
H -2.12859 1.10003 1.04898
H -0.22589 -1.47936 -0.98791
H -1.57718 -2.57766 -0.70433
H -3.95077 -1.48839 -0.19188
H -5.24275 -1.81680 -1.36646
H -3.90567 -2.95297 -1.16725
H -5.10720 -0.77496 -3.42398
H -4.71066 -0.17064 -5.96318
H -4.73420 1.41079 -5.19180
H -3.39190 0.97182 -6.25324
H -1.41550 0.68884 -4.96050
H 0.19476 1.92935 -3.49853
H 2.88131 1.44924 -3.31322
H 3.00208 -1.21200 -2.69696
H -1.56163 -2.45866 1.54982
H -1.98378 -0.94654 2.36786
H 0.34583 -1.58434 2.89344
H 0.74686 -1.62059 1.17356
*
```

The maximum force is 0.9 eV/Å. The value obtained for the electronic energy is -38175.877 eV. The calculation puts the HOMO energy at -8.1 eV. As for the energy above the lowest of the compared OMol25 structures with the same formula, charge and spin: 14.55 kJ/mol. Its HOMO-LUMO gap is 0.3271 Ha.

# 4
Here is a structure of composition C26H38AuN8S3Si2 in a non-equilibrium geometry from OMol25. Energies are from the ωB97M-V functional and the def2-TZVPD basis.

```
! RIJCOSX wB97M-V def2-TZVPD def2/J DEFGRID3
* xyz 1 3
Au 0.41435 -0.56944 -0.72237
C -0.80050 1.14121 3.56593
Si -0.81034 -0.44803 2.61349
C -2.44011 -0.57341 1.72605
C -0.83832 -1.94981 3.67904
N 0.49541 -0.43454 1.46285
C 1.73809 -0.13378 1.84924
C 2.06549 -0.22548 3.20729
C 3.35622 -0.00690 3.64917
C 4.35070 0.35777 2.72090
C 4.04695 0.48466 1.39417
C 2.69933 0.31577 0.96165
N 2.34277 0.41351 -0.33023
Si 3.23505 1.31962 -1.67348
C 4.58945 2.45476 -1.06359
C 1.95661 2.34134 -2.49218
C 4.12011 0.13198 -2.78502
H -1.66588 1.33527 4.14110
H -0.75822 2.01629 2.90640
H 0.03527 1.32585 4.24686
H -3.26865 -0.42095 2.44864
H -2.68589 -1.57556 1.34558
H -2.50302 0.16717 0.94235
H -1.77429 -1.94596 4.22252
H -0.03020 -2.04667 4.41684
H -0.79738 -2.76255 2.95728
H 1.38695 -0.45832 3.98525
H 3.57052 -0.02305 4.72046
H 5.34749 0.57526 3.06159
H 4.76851 0.69587 0.65531
H 4.26195 2.87919 -0.08535
H 4.69561 3.18686 -1.84204
H 5.49348 1.99804 -0.80786
H 2.07823 3.38974 -2.22371
H 0.94792 2.08403 -2.17379
H 1.75012 2.27546 -3.58285
H 4.66963 -0.52138 -2.09200
H 4.95802 0.66605 -3.30163
H 3.49521 -0.48123 -3.45363
S 0.93017 -1.71504 -5.26528
C -0.11655 -0.38964 -5.13341
C -0.20230 0.02641 -3.83416
N 0.49660 -0.72637 -2.95098
C 1.13692 -1.69713 -3.54660
H -0.56380 0.04426 -6.05779
H -0.74169 0.89138 -3.53795
H 1.90130 -2.30491 -3.03838
N -2.88111 -0.64811 -1.75720
C -2.47029 -1.78021 -1.20392
N -1.22740 -2.00544 -0.81638
C -1.06245 -3.26283 -0.23962
C 0.10127 -3.79228 0.25867
C 0.04269 -5.03367 0.84835
C -1.12185 -5.78874 0.90785
C -2.27302 -5.27050 0.24796
C -2.27934 -4.02402 -0.21266
S -3.55015 -3.05943 -0.89233
H -2.58341 0.26221 -1.42563
H -3.80958 -0.57876 -2.14530
H 1.07653 -3.22270 0.20578
H 0.88461 -5.41114 1.42304
H -1.16912 -6.74742 1.38823
H -3.15228 -5.84465 0.38140
C -5.25987 2.78027 0.32574
C -4.43657 3.49270 -0.76568
C -2.97774 3.24968 -0.62804
N -2.48800 2.14888 -1.02365
N -1.16304 1.95672 -0.75116
C -0.66988 2.92473 -0.04545
N 0.58573 2.91608 0.36411
S -1.84519 4.26245 0.18021
H -6.31675 3.16770 0.29076
H -4.87473 3.04565 1.38689
H -5.31199 1.70855 0.28942
H -4.66308 4.52721 -0.71668
H -4.66619 3.13520 -1.82129
H 1.23761 2.17308 0.05360
H 0.98727 3.61117 1.00730
*
```

The maximum force is 3.6 eV/Å. The value obtained for the electronic energy is -91449.191 eV. The calculation puts the HOMO energy (spin up / spin down) at -9.9 / -10.5 eV. As for the energy above the lowest of the compared OMol25 structures with the same formula, charge and spin: 97.17 kJ/mol. Its HOMO-LUMO gap (spin up / spin down) is 0.2869 / 0.2451 Ha.

# 5
Here is a structure of composition C26H38BBeCl4FKLiMgN2O17S in a non-equilibrium geometry from OMol25. Energies are from the ωB97M-V functional and the def2-TZVPD basis.

```
! RIJCOSX wB97M-V def2-TZVPD def2/J DEFGRID3
* xyz 2 1
C -1.79317 5.83616 -2.67053
C -1.19875 4.56412 -1.89393
C -2.28983 3.44541 -1.93333
F -3.35118 3.83554 -0.95884
C -1.85787 2.02218 -1.55532
C -0.49844 1.96496 -0.76324
C -0.59948 0.67128 0.18922
C 0.61080 -0.30815 0.05288
C 0.30809 -1.73085 0.70096
O -0.91376 -1.71846 1.42516
C -1.28899 -3.01934 1.87759
S -1.55149 1.11055 -3.14491
C -0.94353 2.18619 -4.51120
O -2.90679 0.59815 -3.57028
O -0.65452 -0.05909 -2.97930
H -1.05117 6.30051 -3.36213
H -2.27596 6.56484 -1.97942
H -2.62820 5.45248 -3.34009
H -0.24293 4.24215 -2.38004
H -1.00606 4.85859 -0.83169
H -2.81634 3.37102 -2.92704
H -0.33283 2.81968 -0.07262
H 0.35821 1.78892 -1.47186
H -0.60004 1.03660 1.25116
H -1.59600 0.19243 0.03850
H 1.51481 0.12576 0.57476
H 0.92428 -0.52251 -0.99739
H 1.16019 -2.02098 1.38542
H 0.29178 -2.53649 -0.08762
H -0.48522 -3.78510 1.82799
H -1.63149 -2.89922 2.94295
H -2.19311 -3.38449 1.31865
H 0.06132 1.88873 -4.91237
H -0.86834 3.27922 -4.26526
H -1.67877 2.09734 -5.37987
Li -2.84447 3.92328 -5.24843
Mg -5.29632 3.67550 -0.88492
B 2.48764 1.75480 4.63027
O 1.80836 2.12175 5.87632
C 2.07695 1.16866 6.77851
O 1.67229 1.16478 7.90324
C 2.94260 0.14136 6.15507
O 3.36679 -0.84500 6.68075
O 3.18577 0.48836 4.88333
O 1.52225 1.61130 3.51932
C 1.87343 2.48363 2.58356
O 1.28907 2.62704 1.52997
C 3.05804 3.22189 3.01176
O 3.62442 4.08101 2.37598
O 3.43783 2.80617 4.21250
C -1.85546 5.67059 2.86928
C -0.90926 5.22994 3.97075
O 0.28147 4.68222 3.41380
H -2.10970 4.82448 2.22372
H -2.77539 6.08530 3.28690
H -1.38515 6.42869 2.23560
H -1.37260 4.45977 4.58711
H -0.64324 6.07285 4.61452
H 0.69488 5.36760 2.87761
C 1.31033 -5.99763 -1.27741
C 0.39779 -5.91095 -0.24285
C 0.53436 -7.00771 0.79166
O -0.14821 -7.05347 1.82380
C 1.50658 -8.06078 0.56101
C 2.42082 -8.16219 -0.48311
C 2.35958 -7.00824 -1.47065
O 3.11376 -6.87326 -2.40439
O 3.23497 -9.05495 -0.66756
O -0.48288 -5.05664 -0.08489
H 1.28900 -5.24796 -2.06163
H 1.48623 -8.83743 1.31886
K 3.49778 1.63973 1.34901
Be -0.63773 -7.36347 3.68926
C -1.07717 -8.67642 -2.46910
Cl 0.43246 -8.69524 -3.39196
Cl -0.90311 -9.53496 -0.92992
H -1.35689 -7.64518 -2.26781
H -1.85269 -9.16187 -3.05466
C 7.34474 -1.66350 1.20890
O 6.60285 -0.91544 0.57968
N 8.65827 -1.38592 1.41083
N 6.91384 -2.83123 1.75525
H 9.28261 -1.98177 1.92103
H 9.01170 -0.53095 1.02075
H 5.94797 -3.06898 1.62577
H 7.50297 -3.45609 2.27263
Cl -6.42723 4.63729 -5.96281
C -7.23653 3.04718 -5.96138
C -7.11948 2.35790 -4.62218
Cl -5.43913 1.86081 -4.27873
H -6.80410 2.44657 -6.76030
H -8.28592 3.22322 -6.19697
H -7.72714 1.45325 -4.61282
H -7.45581 3.00218 -3.81083
*
```

The maximum force is 6.1 eV/Å. The value obtained for the electronic energy is -152038.028 eV. The calculation puts the HOMO energy at -10.7 eV. Its HOMO-LUMO gap is 0.0442 Ha.